a) DFT (wB97M-V/def2-TZVPD) results for an isolated molecule of C2H3O2P.

Geometry as XYZ:
```
8
C2H3O2P | the Open Molecules 2025 dataset | wB97M-V/def2-TZVPD
C 0.05584 -1.02440 0.02763
C 0.58649 0.38839 0.00452
O -0.42764 1.35677 0.05688
O -1.73934 0.64297 -0.06483
P -1.60416 -0.94605 -0.02098
H 0.80842 -1.67359 0.38648
H 1.40576 0.71093 0.61501
H 0.91463 0.54498 -1.00472
```

As for the spin multiplicity: 1. The value obtained for the HOMO energy is -8.8 eV.

***

b) DFT (wB97M-V/def2-TZVPD) results for a cluster of 2 separate species, C2H3O2P in total.

Geometry as XYZ:
```
8
C2H3O2P | the Open Molecules 2025 dataset | wB97M-V/def2-TZVPD
C -3.06478 1.36010 -0.34342
C 0.83573 -1.37174 -0.16165
O 0.30023 -0.34942 -0.43208
O -1.85976 -0.79325 0.99074
P -1.93336 0.22431 -0.03923
H -3.04937 2.18122 -1.12316
H 0.61736 -2.24021 -0.78856
H 1.60028 -1.28483 0.71337
```

As for the spin multiplicity: 1. The value obtained for the HOMO energy (alpha / beta) is -9.1 / -9.1 eV.

***

Most stable structure, least stable structure: a), b).

***

a) DFT (wB97M-V/def2-TZVPD) results for the ion C5H8N5S with charge +1.

Geometry as XYZ:
```
19
C5H8N5S | the Open Molecules 2025 dataset | wB97M-V/def2-TZVPD
C -0.17638 2.38532 0.41117
C 1.98951 -0.51995 -0.39043
C 0.21938 1.08264 0.23999
C -1.53643 2.69656 0.92574
C -0.21515 -3.58078 -0.93995
N -2.25997 1.50207 1.32787
N -1.84893 0.45972 0.85023
N 1.22059 -1.53082 -0.50962
N -0.82012 0.16892 0.21546
N 1.49631 0.71190 -0.05455
S 1.50982 -3.08775 -0.74955
H 0.41558 3.20260 0.03000
H 3.06884 -0.51655 -0.54812
H -1.49493 3.28695 1.84963
H -2.10727 3.30580 0.20626
H -0.57686 -3.25510 -1.91059
H -0.79081 -3.09767 -0.15539
H -0.27835 -4.66116 -0.85925
H 2.18517 1.44730 0.06109
```

Its total charge is +1. As for the spin multiplicity: 1. The value obtained for the HOMO energy (alpha / beta) is -11.6 / -11.6 eV.

***

b) DFT (wB97M-V/def2-TZVPD) results for the ion C5H8N5S with charge +1.

Geometry as XYZ:
```
19
C5H8N5S | the Open Molecules 2025 dataset | wB97M-V/def2-TZVPD
C 2.53752 0.58786 0.99472
C 2.00701 1.39548 -0.36934
N 1.13385 0.38307 -1.11269
C -0.18718 0.14472 -0.71257
N -1.05887 -0.90749 -1.42857
C -2.31009 -0.78385 -0.58589
N -3.42400 -1.74222 -0.98034
C -3.13294 -2.90999 -0.26378
S -2.48197 -4.36283 0.41865
N -2.22914 0.26421 0.50441
N -0.96302 0.82422 0.43538
H 1.82110 0.93100 1.85479
H 2.36450 -0.58165 0.83584
H 3.67775 0.74511 1.20622
H 2.93900 1.74750 -0.99381
H 1.41667 2.39083 -0.08497
H 1.55839 -0.15000 -1.93024
H -3.04920 0.43888 1.12591
H -0.61937 1.58514 1.08630
```

Its total charge is +1. As for the spin multiplicity: 1. The value obtained for the HOMO energy is -13.4 eV.

***

Most stable structure, least stable structure: a), b).

***

a) DFT (wB97M-V/def2-TZVPD) results for a cluster of 2 separate species, C8H17N2 in total.

Geometry as XYZ:
```
27
C8H17N2 | the Open Molecules 2025 dataset | wB97M-V/def2-TZVPD
C -0.03769 0.97554 2.24926
C 0.08859 0.64651 1.07147
C 0.05074 1.81666 3.41974
C -1.85588 -1.62580 -0.26694
C 0.29387 -2.09729 -1.56518
C 0.38747 -2.23664 0.91974
C -0.00167 -0.04633 -0.13499
C -0.34527 -1.50166 -0.25294
N 0.31129 0.61937 -1.20319
N 0.88642 3.47642 -2.10598
H -0.66221 1.51274 4.24511
H 0.97177 1.40196 4.01387
H -0.01121 2.96043 3.23096
H -2.20585 -0.95013 0.56496
H -2.30924 -2.68027 -0.22518
H -2.35673 -1.35159 -1.15081
H 0.45850 -3.21473 -1.33604
H 1.16961 -1.69819 -1.91838
H -0.31602 -1.96390 -2.37179
H -0.14256 -3.20163 1.16225
H 0.53590 -1.45145 1.75638
H 1.48624 -2.52751 0.62199
H 0.59088 1.69506 -1.30570
H 0.09380 0.28067 -2.13930
H 1.90396 3.54741 -2.29071
H 0.51717 3.23052 -3.01099
H 0.49811 4.38384 -1.97762
```

Its total charge is +1. As for the spin multiplicity: 1. The value obtained for the HOMO energy is -14.1 eV.

***

b) DFT (wB97M-V/def2-TZVPD) results for a cluster of 2 separate species, C8H17N2 in total.

Geometry as XYZ:
```
27
C8H17N2 | the Open Molecules 2025 dataset | wB97M-V/def2-TZVPD
C -1.64951 1.29958 1.40628
C -2.57968 2.04256 0.59188
C -2.50019 0.64869 0.41399
C 3.55899 -0.62807 -1.22891
C 0.66750 -1.18419 0.71310
C -3.93548 -0.61944 -1.18300
C 2.95213 -0.07907 0.01586
C 1.40162 0.01144 0.04119
N 0.95295 1.13582 0.76009
N -2.93331 -0.48830 -0.10389
H -0.94244 1.19882 2.05393
H -3.05011 2.98067 0.40423
H 3.67524 0.15985 -1.97661
H 4.71731 -0.84604 -1.04780
H 3.03020 -1.46673 -1.66316
H 0.51349 -2.05229 0.13072
H 1.24310 -1.54281 1.63925
H -0.17001 -0.70534 1.26595
H -4.21945 0.33466 -1.54070
H -3.65847 -1.30859 -1.94232
H -4.80241 -1.19304 -0.86041
H 3.40540 -0.64357 0.86537
H 3.23584 0.87366 0.02430
H 0.98875 0.13512 -0.98772
H 1.18779 2.02095 0.21516
H 1.46398 1.24144 1.70912
H -2.55326 -1.32578 0.28410
```

Its total charge is +1. As for the spin multiplicity: 1. The value obtained for the HOMO energy is -12.8 eV.

***

Most stable structure, least stable structure: a), b).